[1]
A molecular structure, C51H104Cl2O14SSi2, computed with ωB97M-V/def2-TZVPD.

Output
Spin multiplicity = 1

Geometry as XYZ:
```
174
Properties=species:S:1:pos:R:3:lowdin_charge:R:1
Cl 4.493 -0.373 2.557 0.72
Cl 1.364 -3.309 2.432 0.65
S 2.642 -0.607 5.667 0.83
Si 1.209 -0.199 2.897 0.41
Si -1.559 0.280 3.647 0.51
O -3.815 3.291 5.611 0.10
O -5.751 -4.503 0.676 0.10
O 2.254 10.956 -7.483 0.10
O 7.014 -6.799 0.611 0.00
O -6.733 -6.361 1.331 0.00
O -5.026 2.093 7.003 0.00
O -0.376 -0.721 2.952 -0.29
O -3.950 -3.662 -2.591 -0.19
O 4.593 4.217 -7.719 0.09
O 2.916 10.179 -5.529 -0.01
O 6.696 -4.985 1.816 0.10
O 4.030 3.107 -4.668 0.07
O 3.164 5.554 -8.719 0.00
O 4.616 1.026 -5.045 -0.01
C -1.890 -2.499 5.594 -0.21
C -2.843 -3.885 3.628 -0.10
C 3.924 9.645 -4.666 -0.24
C -7.156 -8.582 0.423 -0.07
C -4.902 2.877 5.913 -0.52
C 1.874 6.161 -8.841 -0.23
C -6.283 1.690 7.551 -0.23
C -7.028 -5.587 -0.996 0.02
C -3.299 -4.834 -2.193 -0.14
C 5.434 0.037 -5.674 -0.23
C -2.400 0.334 -1.728 -0.19
C 2.239 -1.777 2.572 -0.70
C -2.731 2.752 2.654 -0.26
C 1.390 -1.846 6.078 -0.56
C 6.596 -0.371 -4.791 -0.06
C 4.311 -3.073 2.118 -0.15
C 4.599 10.961 -7.157 0.01
C 6.867 -8.204 0.392 -0.24
C 5.643 -8.515 -0.446 -0.07
C -1.428 2.115 3.204 -0.20
C 4.865 2.347 -5.090 -0.50
C 1.824 7.509 -8.153 -0.06
C 3.548 4.817 -7.657 -0.50
C -6.475 -5.420 0.400 -0.53
C 1.254 0.684 -1.097 -0.22
C 1.576 0.915 1.409 -0.22
C 3.532 -1.827 2.419 -0.79
C -2.787 1.657 0.351 -0.24
C 1.887 0.576 4.487 -0.54
C 2.419 -0.784 -2.755 -0.11
C -3.566 -0.084 -2.659 -0.19
C 5.281 -6.803 2.370 0.01
C 3.169 10.679 -6.755 -0.54
C 2.712 4.836 -6.401 0.02
C 6.397 -6.129 1.605 -0.52
C 4.595 10.731 -3.850 -0.06
C -6.819 0.451 6.863 -0.06
C -2.340 -1.101 6.088 -0.24
C 6.207 2.829 -5.576 0.01
C -7.714 -7.387 1.168 -0.24
C 2.135 -2.981 6.802 -0.16
C -6.111 3.137 5.045 0.02
C -3.448 -2.532 -1.886 -0.23
C -4.328 -1.320 -2.180 -0.17
C -2.710 2.961 1.138 -0.20
C -2.520 1.778 -1.152 -0.18
C 0.527 0.731 0.265 -0.23
C 1.467 -0.770 -1.547 -0.25
C -3.224 -0.432 3.080 -0.10
C -3.045 -3.413 5.094 -0.23
C -1.547 0.103 5.527 -0.22
H -3.041 -1.389 2.597 0.03
H -2.447 -4.897 3.582 0.07
H -3.803 1.261 0.467 0.12
H -2.350 -0.380 -0.906 0.09
H 2.733 1.194 4.189 0.01
H 6.677 2.172 -6.304 0.08
H 1.197 1.254 4.991 0.03
H 6.867 2.953 -4.716 0.10
H 2.787 3.869 -5.909 0.06
H -6.011 4.131 4.613 0.09
H -7.900 -9.377 0.361 0.08
H 5.373 -7.885 2.432 0.07
H 6.066 3.788 -6.064 0.07
H -2.768 3.759 3.071 0.10
H 3.851 11.287 -3.279 0.08
H -0.556 0.088 5.979 0.05
H -2.136 0.895 0.773 0.07
H 2.644 -2.592 7.681 0.06
H -0.090 -0.153 0.410 0.09
H 7.264 0.468 -4.594 0.07
H -6.850 -8.317 -0.590 0.07
H -1.755 3.440 0.890 0.11
H 0.979 -2.276 5.165 0.03
H -6.087 1.467 8.599 0.12
H -6.133 2.401 4.241 0.09
H -2.037 1.007 5.913 0.08
H 4.688 10.801 -8.229 0.09
H -2.383 -2.377 -2.090 0.12
H -7.222 -4.597 -1.403 0.09
H -6.283 -6.085 -1.616 0.09
H -4.987 -1.123 -1.335 0.11
H 5.316 10.297 -3.156 0.08
H -6.273 -8.967 0.935 0.08
H -3.416 -0.987 5.973 0.07
H 2.015 -0.096 -3.495 0.07
H -3.809 -5.346 -1.366 0.07
H -8.617 -6.991 0.700 0.11
H -1.462 0.223 -2.273 0.09
H 5.689 -7.978 -1.394 0.08
H -1.553 2.248 -1.330 0.09
H -3.780 -3.793 3.084 0.06
H 1.387 -3.719 7.085 0.07
H 2.239 1.154 -1.039 0.11
H 3.747 -3.593 1.348 0.06
H 5.250 -2.805 1.648 0.06
H -7.994 -7.686 2.177 0.12
H 4.783 -0.821 -5.835 0.12
H -3.244 -5.573 -2.994 0.08
H -4.023 -2.959 5.247 0.09
H -1.107 -2.479 4.840 0.07
H 1.887 -1.357 -0.728 0.10
H 1.998 7.419 -7.080 0.07
H 6.231 -0.725 -3.827 0.08
H 3.377 -0.367 -2.443 0.07
H 3.404 8.958 -3.999 0.12
H -2.265 -4.671 -1.869 0.09
H 4.832 12.001 -6.931 0.10
H -3.567 -2.774 -0.822 0.12
H 2.838 -3.433 6.109 0.06
H 5.758 0.372 -6.660 0.12
H -7.747 0.123 7.333 0.08
H -1.206 2.641 4.136 0.08
H -7.967 -6.135 -1.045 0.07
H 1.092 5.487 -8.489 0.11
H 4.724 -8.208 0.054 0.07
H 0.693 1.243 -1.849 0.10
H -6.091 -0.359 6.922 0.08
H 1.711 6.291 -9.910 0.12
H 7.172 -1.168 -5.262 0.08
H 0.588 -1.481 6.713 0.06
H -3.044 -4.332 5.682 0.09
H 2.504 -1.796 -3.142 0.07
H 1.655 5.011 -6.594 0.07
H -1.468 -3.027 6.452 0.10
H -2.115 -3.252 3.123 0.04
H -3.639 2.260 2.998 0.08
H 5.291 -6.425 3.390 0.09
H -4.997 -1.619 -2.991 0.11
H -3.149 -0.329 -3.637 0.11
H 2.601 8.164 -8.550 0.08
H 5.331 10.313 -6.680 0.07
H 5.116 11.448 -4.484 0.07
H 4.641 9.047 -5.230 0.11
H -0.053 1.650 0.250 0.08
H 4.329 -6.546 1.906 0.10
H 0.484 -1.151 -1.833 0.09
H -6.997 2.515 7.537 0.11
H 0.856 7.985 -8.305 0.09
H 6.871 -8.747 1.339 0.11
H 2.536 0.630 0.989 0.04
H 3.092 5.600 -5.726 0.10
H -0.622 2.379 2.514 0.06
H -3.921 -0.570 3.906 0.03
H 1.614 1.950 1.756 0.08
H 7.763 -8.512 -0.145 0.12
H -4.271 0.737 -2.795 0.10
H -3.718 0.191 2.338 0.01
H 5.582 -9.584 -0.652 0.08
H 4.470 -3.695 2.992 0.08
H -2.182 -1.090 7.170 0.10
H -7.015 0.630 5.805 0.07
H -3.494 3.649 0.817 0.11
H -7.057 3.118 5.581 0.07
H -3.347 2.283 -1.646 0.10
```

***

[2]
A single C3H3N3O molecule, computed with ωB97M-V/def2-TZVPD.

Output
Energy relative to the best compared isomer or geometry (same formula, charge and spin) = 87.7 kcal per mole
Spin multiplicity = 1

Geometry as XYZ:
```
10
Properties=species:S:1:pos:R:3:nbo_charge:R:1
O -0.995 -0.580 1.781 -0.47
N -0.198 -1.570 -1.309 0.03
N -0.651 0.378 -1.595 -0.56
N 0.491 -1.458 -0.402 -0.09
C -0.018 0.950 -0.700 0.22
C -0.060 0.142 1.577 0.43
C 0.676 0.174 0.243 -0.33
H 1.751 0.327 0.339 0.26
H 0.275 0.857 2.345 0.13
H -1.271 0.780 -2.278 0.40
```

***

[3]
5 unconnected molecules or ions with the total composition C50H90N2O8S4, computed with ωB97M-V/def2-TZVPD.

Output
Structure (SMILES) = CC(C)Cc1c(SCC(=O)OC[C@H](C)OC(=O)CS)cc(SCC(=O)OC[C@@H](C)OC(=O)CS)c2nccnc12.CCCCCC.CCCCCC.CCCCCC.CCCCCC
Spin multiplicity = 1

Geometry as XYZ:
```
154
Properties=species:S:1:pos:R:3:lowdin_charge:R:1
S -1.787 0.585 -2.709 0.98
S -4.692 5.294 4.376 0.75
S 3.045 3.496 6.080 0.76
S -0.447 3.232 1.853 1.03
O 5.206 2.747 4.004 0.12
O -4.207 1.189 -0.403 0.01
O 1.361 3.668 -1.461 0.15
O -4.284 2.850 -1.915 0.11
O -4.432 2.698 2.804 -0.01
O 2.231 3.076 0.526 -0.02
O 3.697 2.363 2.393 0.01
O -2.693 1.899 3.948 0.10
N -1.079 -1.874 -1.114 0.14
N -0.081 -1.895 1.523 0.16
C -3.584 4.124 1.025 -0.03
C -3.589 0.663 -2.598 -0.35
C 4.074 2.571 3.665 -0.55
C 1.911 -7.745 3.753 -0.27
C 0.301 0.487 3.048 -0.13
C 1.489 -5.666 5.216 -0.22
C -3.847 -1.540 -6.769 -0.23
C -0.347 -0.407 4.128 -0.39
C -0.926 -0.717 -0.412 -0.20
C -0.750 -2.973 -0.496 -0.10
C -1.135 1.683 -0.297 -0.10
C -0.021 -5.879 5.335 -0.26
C -4.070 1.702 -1.634 -0.56
C -0.723 4.445 -5.139 -0.26
C 3.844 -3.440 1.426 -0.23
C 5.182 -2.923 1.956 -0.22
C 0.707 4.954 -5.312 -0.23
C 2.518 -8.598 4.863 -0.11
C -5.944 -3.236 -8.348 -0.11
C -3.546 3.945 4.721 -0.44
C -2.950 -2.629 -6.183 -0.26
C 3.374 -2.785 0.128 -0.25
C 2.125 -6.245 3.951 -0.23
C -1.272 4.654 -3.731 -0.11
C -0.234 -2.981 0.820 -0.10
C 3.130 -1.286 0.270 -0.09
C 0.148 4.241 0.486 -0.33
C -3.882 2.713 1.459 -0.31
C -3.506 2.762 3.783 -0.53
C 6.665 -4.503 0.604 -0.11
C -4.885 1.977 0.582 -0.07
C -0.636 1.669 1.027 -0.41
C -1.261 0.523 -1.016 -0.43
C 0.884 6.456 -5.088 -0.23
C -2.951 -2.654 -4.658 -0.11
C 2.875 2.511 4.586 -0.47
C -0.803 -5.217 4.206 -0.11
C -0.284 0.486 1.661 -0.12
C 0.639 -1.490 4.601 -0.09
C 3.569 3.518 0.290 -0.08
C 4.515 2.954 1.371 -0.28
C 0.024 7.346 -5.984 -0.27
C -5.969 -2.998 -6.841 -0.27
C 0.325 7.183 -7.471 -0.11
C -0.444 -0.725 0.925 -0.14
C -0.706 0.439 5.347 -0.07
C 6.352 -3.058 0.983 -0.27
C 5.503 1.915 0.834 0.00
C -5.331 -1.676 -6.423 -0.23
C 1.300 3.635 -0.269 -0.55
H 6.519 2.158 1.126 0.08
H 5.075 3.783 1.794 0.14
H -6.453 -2.428 -8.878 0.07
H 7.237 -2.614 1.446 0.10
H -2.555 4.386 4.727 0.08
H -3.943 -2.881 -4.260 0.07
H 0.509 5.160 0.946 0.10
H -1.533 1.112 5.139 0.04
H -0.590 -4.148 4.168 0.05
H -1.878 -5.343 4.340 0.07
H 0.033 -3.922 1.287 0.10
H 2.059 -8.388 5.830 0.06
H 2.001 2.845 4.038 0.06
H 2.377 -9.659 4.658 0.07
H 5.240 0.941 1.233 0.07
H 1.332 -1.061 5.326 0.08
H 2.745 -0.854 -0.656 0.08
H 1.060 4.689 -6.312 0.10
H -0.627 4.491 -0.230 0.08
H -4.000 -0.303 -2.320 0.09
H -5.409 1.263 1.209 0.14
H -3.496 -0.565 -6.414 0.11
H 1.977 -6.088 6.098 0.10
H -5.622 2.635 0.131 0.14
H 3.082 -3.282 2.198 0.10
H -0.283 7.865 -8.068 0.07
H 3.200 -6.041 3.979 0.11
H 3.591 -8.414 4.951 0.07
H 3.900 -4.522 1.279 0.10
H -0.541 -5.648 3.237 0.06
H -0.737 3.375 -5.366 0.10
H 4.089 -2.976 -0.676 0.10
H -5.875 -0.853 -6.898 0.11
H -4.924 -3.300 -8.730 0.06
H -3.751 3.562 5.715 0.09
H 1.374 7.401 -7.682 0.07
H 0.113 6.170 -7.817 0.06
H 0.304 1.505 3.418 0.04
H -1.928 -2.458 -6.533 0.11
H -1.387 4.919 -5.867 0.10
H 1.938 6.709 -5.246 0.11
H 6.158 -2.476 0.078 0.10
H 3.889 3.185 -0.692 0.12
H -5.478 -3.832 -6.331 0.10
H -3.725 -1.524 -7.855 0.10
H -3.243 -3.610 -6.569 0.10
H -7.008 -3.003 -6.500 0.10
H 0.113 -2.312 5.080 0.06
H -0.632 4.162 -2.995 0.05
H 5.460 1.840 -0.249 0.08
H 2.440 -3.265 -0.178 0.09
H 2.713 1.481 4.895 0.08
H -4.445 4.759 1.218 0.09
H -1.224 -0.933 3.757 0.13
H -0.876 -3.911 -1.022 0.11
H -5.469 -1.542 -5.346 0.10
H -1.335 5.714 -3.475 0.07
H -0.256 -6.946 5.370 0.10
H 0.673 6.696 -4.042 0.10
H -6.447 -4.170 -8.603 0.07
H 1.357 4.420 -4.612 0.11
H 6.888 -5.097 1.493 0.07
H -5.816 4.687 4.760 -0.13
H -3.933 0.962 -3.583 0.09
H 1.697 -4.591 5.244 0.10
H 0.844 -7.965 3.664 0.10
H 5.422 -3.463 2.878 0.11
H -0.970 -0.202 6.186 0.08
H 5.830 -4.973 0.083 0.06
H -2.265 -3.411 -4.277 0.07
H -3.322 4.153 -0.027 0.08
H -0.352 -5.463 6.290 0.11
H 0.194 8.388 -5.701 0.10
H 1.349 0.198 2.946 0.12
H -1.394 2.619 -0.766 0.10
H -1.036 7.150 -5.801 0.10
H -2.737 4.514 1.589 0.04
H -2.984 2.095 1.485 0.11
H 7.531 -4.552 -0.056 0.07
H -2.635 -1.689 -4.258 0.03
H 1.229 -1.890 3.781 0.05
H -2.275 4.234 -3.638 0.06
H 2.361 -8.034 2.799 0.10
H 0.172 1.011 5.648 0.07
H 1.744 -5.714 3.074 0.09
H 2.758 4.681 5.536 -0.14
H 4.043 -0.749 0.525 0.04
H 2.397 -1.102 1.059 0.06
H 5.080 -1.873 2.245 0.10
H 3.597 4.608 0.291 0.14
```

***

[4]
2 unconnected molecules or ions with the total composition C9H7NO2, computed with ωB97M-V/def2-TZVPD.

Output
Energy relative to the best compared isomer or geometry (same formula, charge and spin) = 34.1 kcal per mole
Structure (SMILES) = C/C=C1/C=CC=C1C#N.O=C=O
Spin multiplicity = 1

Geometry as XYZ:
```
19
Properties=species:S:1:pos:R:3:nbo_charge:R:1
O -3.468 0.053 -1.850 -0.52
O -3.878 0.603 0.332 -0.50
N -1.525 -1.369 1.951 -0.32
C 2.176 -1.632 -1.027 -0.25
C 1.182 -2.136 -0.119 -0.11
C -3.676 0.323 -0.758 1.02
C -0.628 -1.219 1.246 0.28
C 0.450 -1.094 0.368 -0.23
C -0.352 1.910 0.990 -0.68
C 2.058 -0.288 -1.100 -0.17
C 0.661 1.424 0.026 0.00
C 0.986 0.143 -0.216 -0.10
H -0.811 2.835 0.644 0.23
H 0.149 2.127 1.937 0.24
H 1.043 -3.174 0.129 0.22
H 2.884 -2.252 -1.547 0.22
H 2.649 0.394 -1.684 0.22
H 1.215 2.190 -0.507 0.20
H -1.116 1.162 1.185 0.24
```

***

[5]
3 unconnected molecules or ions with the total composition C4H15NO3, computed with ωB97M-V/def2-TZVPD.

Output
Energy relative to the best compared isomer or geometry (same formula, charge and spin) = 50.5 kcal per mole
Structure (SMILES) = CC(C)NCO.O.O
Spin multiplicity = 1

Geometry as XYZ:
```
23
Properties=species:S:1:pos:R:3:nbo_charge:R:1
O -1.856 -0.684 -0.727 -0.74
O -2.795 2.068 -1.102 -0.94
O -0.435 0.863 3.944 -0.94
N 0.076 -0.837 0.515 -0.66
C 2.349 -1.338 -0.160 -0.62
C 1.004 0.914 -0.836 -0.67
C 1.280 -0.177 0.131 -0.06
C -0.724 -1.502 -0.531 0.08
H 3.429 -1.176 -0.275 0.22
H -0.622 -0.148 0.959 0.37
H 2.208 -2.169 0.560 0.23
H -0.112 1.217 -0.710 0.22
H -3.173 2.873 -1.283 0.47
H -0.441 1.501 3.259 0.47
H 1.666 0.252 1.119 0.19
H -0.269 -1.633 -1.541 0.16
H -3.141 1.423 -1.728 0.47
H -1.048 -2.380 -0.082 0.18
H -0.629 -0.014 3.574 0.48
H 2.077 -1.646 -1.181 0.19
H -1.699 0.034 -1.370 0.47
H 1.398 0.683 -1.846 0.21
H 1.458 1.877 -0.689 0.22
```

***

[6]
A molecular structure, C24H21N4O3SSeTi, computed with ωB97M-V/def2-TZVPD.

Output
Energy relative to the best compared isomer or geometry (same formula, charge and spin) = 7.0 kcal per mole
Expectation value of S² = 2.008
Spin multiplicity = 3
Net charge = +1

Geometry as XYZ:
```
55
Properties=species:S:1:pos:R:3:lowdin_spin:R:1
Se 6.211 -3.178 3.610 0.00
Ti -0.140 0.289 1.034 1.66
S -1.920 -1.342 -1.221 0.01
O -1.517 1.632 1.545 0.02
O -0.857 -0.275 -0.948 0.03
O -1.258 -1.136 1.866 0.02
N 1.132 0.300 2.926 0.02
N 5.711 -2.616 2.001 0.00
N 4.851 -2.390 4.435 0.00
N 2.045 0.085 0.399 0.01
C -3.387 2.759 2.422 0.01
C -3.818 -2.028 4.226 0.02
C 3.637 -0.637 -1.225 0.00
C 0.670 0.450 4.162 0.02
C 2.943 -1.004 3.802 0.00
C 2.443 -0.842 5.093 0.02
C -2.466 -1.103 -2.913 0.00
C 2.759 -0.525 1.363 0.01
C -3.904 -1.598 -2.876 0.00
C -2.914 0.286 2.929 0.01
C -2.755 -2.103 3.371 0.00
C -4.474 -0.805 4.461 0.00
C -4.567 -0.929 -1.658 0.00
C 2.473 0.023 -0.861 0.01
C -2.541 1.524 2.270 0.07
C 4.631 -1.901 2.169 0.00
C 2.267 -0.399 2.745 0.02
C 3.919 -1.244 1.073 0.00
C 4.150 -1.779 3.517 0.00
C -2.253 -0.961 2.690 0.02
C -3.493 -0.710 -0.577 0.00
C -4.025 0.311 3.815 0.01
C 1.297 -0.095 5.277 0.00
C 4.363 -1.290 -0.245 0.01
H 5.267 -1.837 -0.475 0.00
H -5.316 -0.752 5.136 0.00
H -3.293 0.344 -0.378 0.00
H 1.850 0.506 -1.603 0.00
H -1.815 -1.660 -3.582 0.00
H -4.420 -1.361 -3.805 0.00
H -4.160 -2.923 4.730 0.00
H -3.449 3.064 3.467 0.00
H -2.249 -3.040 3.180 0.00
H -2.941 3.561 1.841 0.00
H -5.385 -1.538 -1.278 0.00
H -0.250 1.014 4.267 0.00
H -3.920 -2.685 -2.770 0.00
H -3.698 -1.212 0.366 0.00
H -2.387 -0.033 -3.117 0.00
H -4.404 2.575 2.071 0.00
H 2.963 -1.305 5.922 0.00
H 0.875 0.058 6.259 0.00
H 3.951 -0.646 -2.258 0.00
H -4.531 1.248 3.992 0.00
H -4.988 0.033 -1.946 0.00
```

***

Number 1: calculated total energy -134877.34306 eV. Number 2: calculated total energy -9673.64973 eV. Number 3: calculated total energy -116012.49240 eV. Number 4: calculated total energy -15030.83081 eV. Number 5: calculated total energy -12022.02946 eV. Number 6: calculated total energy -136626.00499 eV.